# 1
180
Properties=species:S:1:pos:R:3:forces:R:3 method="wB97M-V/def2-TZVPD" homo_energy_ev=-8.174 smiles="[H]/N=C/C[C@@H](O[C@](CCCI)(CCCCn1cccc1)OCCC)[C@@](CCO)(OCI)OC[C@@H](C)CC(C)C.c1cc[nH]c1.c1cc[nH]c1.c1cc[nH]c1.c1cc[nH]c1.c1cc[nH]c1.c1cc[nH]c1.c1cc[nH]c1.c1cc[nH]c1.c1cc[nH]c1" e_tot_ev=-111804.4108 orbital_gap_ev=8.2
H -3.667336 4.330357 0.084954 0.0 0.1 0.0
N -3.141347 3.681154 0.666108 -0.1 0.5 0.1
C -3.062740 2.556351 0.110684 -0.2 -0.2 0.0
C -2.321209 1.444101 0.779085 0.6 0.0 0.0
C -2.066210 0.252441 -0.137066 -0.3 -0.1 0.1
O -0.875845 -0.458311 0.136809 -0.1 0.2 -0.2
C 0.419681 0.083340 -0.045281 0.8 -0.2 0.0
C 1.047761 0.507920 1.311789 -1.0 0.6 -0.1
C 0.317546 0.058971 2.569793 0.7 -0.2 0.5
C 0.610217 0.894689 3.817295 -0.5 0.0 -0.3
I 2.630591 1.522596 4.067000 0.1 -0.1 0.1
C 0.555706 1.220250 -1.059410 0.1 -0.3 -0.3
C 0.467711 0.767837 -2.518268 0.2 0.1 -0.1
C 0.219006 1.934543 -3.491678 0.4 0.0 0.3
C 1.456524 2.234372 -4.348693 -0.3 0.1 -0.1
N 1.539659 3.615314 -4.802310 0.1 -0.3 0.2
C 2.322543 4.585420 -4.237516 -0.1 0.2 -0.5
C 2.134002 5.746975 -4.951184 0.2 -0.1 0.3
C 1.188961 5.474004 -5.960107 -0.1 -0.1 -0.1
C 0.845972 4.147773 -5.846456 0.1 0.3 0.1
O 1.185159 -0.958640 -0.619896 -0.2 0.0 0.2
C 1.284076 -2.157002 0.144624 0.3 -0.3 -0.3
C 2.736256 -2.485525 0.503453 -0.1 -0.3 0.1
C 3.016545 -2.558128 1.996643 0.3 0.2 -0.2
C -3.168387 -0.815384 0.018523 -0.5 0.5 -0.1
C -3.380495 -1.674803 -1.229470 0.5 -0.1 -0.1
C -2.181105 -1.988264 -2.125058 -0.2 -0.4 -0.2
O -2.225076 -1.134080 -3.275064 -0.1 0.1 0.2
O -2.882508 -1.543038 1.217196 -0.2 -0.3 -0.1
C -2.233630 -2.734641 1.142006 0.5 0.3 0.4
I -3.581527 -4.456827 1.261284 -0.1 -0.1 -0.1
O -4.337736 -0.094880 0.291739 0.3 -0.3 0.0
C -5.517083 -0.881812 0.483063 -0.2 0.7 0.3
C -6.258958 -0.422853 1.748379 -0.3 -0.4 -0.1
C -7.754133 -0.287705 1.451218 0.2 -0.3 0.2
C -6.017431 -1.414277 2.897781 0.4 0.2 -0.1
C -4.858422 -1.042202 3.816858 -0.1 -0.2 0.8
C -5.120001 0.316138 4.498609 0.2 -0.2 -0.2
C -4.667105 -2.164350 4.863754 -0.2 0.0 -0.5
H -3.518096 2.345547 -0.856619 -0.1 -0.1 -0.2
H -2.835562 1.147432 1.687251 -0.1 -0.1 0.1
H -1.370588 1.865887 1.091566 0.2 0.0 0.1
H -2.130544 0.583746 -1.177042 0.3 0.0 -0.2
H 2.086971 0.206317 1.325011 0.2 -0.1 0.0
H 1.055322 1.599082 1.318104 0.1 0.2 0.0
H -0.756777 0.093596 2.430004 -0.2 -0.1 -0.1
H 0.591854 -0.967239 2.809079 -0.1 -0.2 -0.1
H 0.345776 0.335451 4.704567 0.1 -0.1 0.2
H -0.002430 1.789416 3.815348 0.2 0.3 0.0
H -0.128132 2.040048 -0.869642 -0.3 0.1 0.3
H 1.555559 1.618777 -0.898481 0.1 0.2 0.1
H -0.254704 -0.029468 -2.633659 -0.3 0.0 -0.1
H 1.430011 0.327565 -2.768069 0.1 -0.3 0.0
H -0.626699 1.721739 -4.136769 -0.2 0.1 -0.1
H 0.012782 2.837012 -2.921058 -0.3 0.2 0.0
H 1.455637 1.600963 -5.230457 0.1 -0.2 -0.1
H 2.359197 2.013323 -3.788343 0.2 0.1 0.1
H 2.971336 4.396407 -3.403759 0.0 -0.2 0.2
H 2.622849 6.681293 -4.744955 0.0 0.1 0.0
H 0.801909 6.155797 -6.693146 0.0 0.1 -0.1
H 0.165781 3.564058 -6.434698 -0.1 -0.2 0.0
H 0.904172 -2.955906 -0.491804 -0.2 -0.1 -0.1
H 0.652556 -2.140739 1.028420 -0.1 0.2 0.1
H 3.384182 -1.770726 0.005569 0.1 0.2 0.0
H 2.985246 -3.454058 0.073962 0.1 -0.1 -0.1
H 2.821128 -1.612083 2.495812 -0.1 0.1 0.1
H 2.440495 -3.346692 2.471806 -0.2 -0.1 0.1
H 4.067633 -2.783101 2.158338 0.1 -0.1 0.1
H -4.068798 -1.113948 -1.852824 -0.1 0.1 -0.1
H -3.887128 -2.602908 -0.990629 -0.1 -0.1 0.2
H -1.227668 -1.900415 -1.611329 0.1 0.2 0.0
H -2.270085 -3.020505 -2.461823 0.0 -0.2 0.0
H -1.918539 -1.642440 -4.026513 0.2 0.0 -0.2
H -1.585215 -2.865653 0.285367 -0.2 -0.1 -0.3
H -1.638707 -2.859128 2.037944 0.0 -0.1 0.2
H -6.159792 -0.737689 -0.383338 0.0 -0.1 -0.2
H -5.270885 -1.931274 0.595882 0.1 -0.2 -0.2
H -5.868346 0.551842 2.025684 0.1 0.2 0.0
H -8.317890 -0.201830 2.374762 -0.1 0.2 0.1
H -8.103692 -1.196918 0.963927 -0.2 0.0 -0.2
H -7.972045 0.571775 0.825904 0.0 0.1 -0.2
H -6.907873 -1.516165 3.517798 -0.2 0.1 0.1
H -5.819426 -2.407364 2.496476 -0.1 -0.2 -0.1
H -3.925459 -0.976186 3.266416 0.0 0.1 -0.4
H -4.538309 1.106604 4.034097 0.0 0.2 0.0
H -4.850682 0.275026 5.548494 0.1 0.1 0.2
H -6.170562 0.590847 4.444908 -0.2 0.1 0.0
H -3.620274 -2.419796 4.999209 0.2 0.1 0.2
H -5.156218 -3.077143 4.528485 0.0 -0.2 0.0
H -5.106872 -1.904056 5.820345 0.0 0.0 0.2
C -3.212539 -5.568240 8.108792 0.0 0.0 0.0
C -3.705913 -5.809151 6.796901 0.0 0.0 0.0
C -5.049339 -5.547013 6.812765 0.0 0.0 0.0
N -5.386096 -5.158304 8.080244 0.0 0.0 0.0
C -4.272894 -5.168929 8.876394 0.0 0.0 0.0
H -2.195954 -5.675665 8.446915 0.0 0.0 0.0
H -3.136920 -6.134881 5.942078 0.0 0.0 0.0
H -5.790170 -5.600143 6.033595 0.0 0.0 0.0
H -6.308061 -4.905149 8.380301 0.0 0.0 0.0
H -4.329962 -4.890962 9.914385 0.0 0.0 0.0
C 7.620845 3.323657 -2.608190 0.0 0.0 0.0
C 7.150903 1.999543 -2.825493 0.0 0.0 0.0
C 6.014140 2.089559 -3.583301 0.0 0.0 0.0
N 5.778664 3.414594 -3.829228 -0.1 0.0 0.0
C 6.752741 4.172206 -3.240378 0.0 0.0 0.0
H 8.495809 3.617203 -2.053646 0.0 0.0 0.0
H 7.598402 1.087649 -2.468439 0.0 0.0 0.0
H 5.358175 1.327830 -3.968306 0.0 0.0 0.0
H 5.009123 3.776601 -4.364004 0.0 0.0 -0.1
H 6.750874 5.244455 -3.326186 0.0 0.0 0.0
C 0.547236 -4.856431 5.164128 0.0 0.0 0.0
C 0.749309 -6.197103 4.739183 0.0 0.0 0.0
C -0.236040 -6.494408 3.834159 0.0 0.0 0.0
N -1.024453 -5.387832 3.696464 0.0 0.1 0.0
C -0.556293 -4.386288 4.503157 0.0 0.0 -0.1
H 1.140893 -4.306335 5.874625 0.0 0.0 0.0
H 1.528373 -6.864738 5.064106 0.0 0.0 0.0
H -0.440788 -7.394330 3.280233 0.0 0.0 0.0
H -1.829868 -5.312463 3.094146 0.1 -0.1 0.1
H -1.048787 -3.428828 4.542929 0.0 0.0 0.0
C 4.313840 -7.356867 8.283920 0.0 0.0 0.0
C 5.524880 -6.769584 7.824892 0.0 0.0 0.0
C 5.473036 -6.744743 6.457855 0.0 0.0 -0.1
N 4.280595 -7.294357 6.073224 0.0 0.0 0.1
C 3.567249 -7.667919 7.180226 0.0 0.0 -0.1
H 4.025028 -7.529027 9.306746 0.0 0.0 0.0
H 6.338453 -6.407207 8.429903 0.0 0.0 0.0
H 6.178501 -6.384225 5.729634 0.0 0.0 0.0
H 3.976423 -7.405520 5.124544 0.0 0.0 0.0
H 2.594560 -8.119598 7.088345 0.0 0.0 0.0
C -4.683341 -4.628930 -2.797377 0.0 0.0 0.0
C -5.721234 -5.576824 -3.013666 0.0 0.0 0.0
C -6.524170 -5.079440 -4.003068 0.0 0.0 0.0
N -6.013537 -3.871158 -4.392079 0.0 0.0 0.0
C -4.892216 -3.586139 -3.663032 0.0 0.0 0.0
H -3.879533 -4.709949 -2.083127 0.0 0.0 0.0
H -5.863873 -6.512037 -2.497768 0.0 0.0 0.0
H -7.412390 -5.479771 -4.459658 0.0 0.0 0.0
H -6.406159 -3.280419 -5.100326 0.0 0.0 0.0
H -4.347043 -2.670397 -3.821083 0.0 0.0 0.0
C -7.942357 -8.383610 -0.008384 0.0 0.0 0.0
C -8.607455 -7.200877 0.418095 0.0 0.0 0.0
C -7.645746 -6.318438 0.830662 0.0 0.0 0.0
N -6.429586 -6.922143 0.670814 0.0 0.0 0.0
C -6.599107 -8.179618 0.159955 0.0 0.0 0.0
H -8.398727 -9.279502 -0.393732 0.0 0.0 0.0
H -9.668933 -7.020345 0.419835 0.0 0.0 0.0
H -7.721461 -5.317065 1.218668 0.0 0.0 0.0
H -5.546977 -6.501004 0.891309 0.0 0.0 0.0
H -5.755144 -8.816912 -0.039823 0.0 0.0 0.0
C -0.068606 9.029173 -0.992430 0.0 0.0 0.0
C 0.079011 7.620509 -1.136167 0.0 0.1 0.0
C 0.230330 7.363115 -2.472987 0.0 -0.1 0.0
N 0.182701 8.556678 -3.138154 0.0 0.0 0.0
C -0.000233 9.577392 -2.244761 0.0 0.0 0.0
H -0.205228 9.574488 -0.073948 0.0 0.0 0.0
H 0.079820 6.887742 -0.347712 0.0 0.0 0.0
H 0.371685 6.440407 -3.009158 0.0 0.0 0.0
H 0.266413 8.663635 -4.131372 0.0 0.0 0.0
H -0.062595 10.599980 -2.574410 0.0 0.0 0.0
C 9.244788 8.888824 -3.803388 0.0 0.0 0.0
C 8.456905 9.350059 -4.893991 0.0 0.0 0.0
C 7.191873 8.859132 -4.718856 0.0 0.0 0.0
N 7.185778 8.119482 -3.566469 0.0 0.0 0.0
C 8.432312 8.133417 -3.002212 0.0 0.0 0.0
H 10.288154 9.090360 -3.629563 0.0 0.0 0.0
H 8.786006 9.968076 -5.712168 0.0 0.0 0.0
H 6.300627 8.971227 -5.311536 0.0 0.0 0.0
H 6.387994 7.642262 -3.191937 0.0 0.0 0.0
H 8.632369 7.607866 -2.084484 0.0 0.0 0.0
C 11.849674 8.604961 -6.922482 0.0 0.0 0.0
C 10.704294 8.255602 -7.689060 0.0 0.0 0.0
C 10.909120 8.716916 -8.961116 0.0 0.0 0.0
N 12.132200 9.331050 -8.992354 0.0 0.0 0.0
C 12.711728 9.266714 -7.754574 0.0 0.0 0.0
H 12.017684 8.392837 -5.880261 0.0 0.0 0.0
H 9.832061 7.728302 -7.341379 0.0 0.0 0.0
H 10.293343 8.661168 -9.841880 0.0 0.0 0.0
H 12.540137 9.764249 -9.798518 0.0 0.0 0.0
H 13.682637 9.693949 -7.573266 0.0 0.0 0.0

# 2
56
Properties=species:S:1:pos:R:3:forces:R:3 method="wB97M-V/def2-TZVPD" charge=-1 homo_energy_ev=-5.137 e_tot_ev=-54628.3607 orbital_gap_ev=7.0
C -0.909777 1.083182 2.065187 -0.3 0.6 -0.6
C -1.698403 2.472792 1.604628 -1.8 -1.3 1.3
Cl -0.385971 3.726128 1.115617 -0.3 -0.4 0.0
C -2.686740 3.038486 2.829593 1.9 0.4 -1.1
Nb -4.634409 1.790043 2.611835 -0.3 1.4 0.2
H -1.520944 0.490708 2.883278 1.2 1.4 -1.7
H -0.819955 0.395894 1.107267 0.1 1.3 2.0
H 0.139940 1.429568 2.473107 -2.1 -0.9 -0.8
H -2.368068 2.322449 0.640127 1.7 0.3 2.0
H -2.868282 4.185463 2.578355 0.3 -2.3 0.8
H -2.177707 2.873509 3.877380 -0.7 0.6 -2.1
H -3.795241 0.499005 3.601066 0.4 -0.4 -0.2
H -3.980126 0.928815 1.123379 0.1 -0.4 -0.2
H -5.328129 3.084576 1.520609 0.4 -0.2 -0.8
H -5.244172 2.581222 4.119714 -0.2 0.0 0.7
H -6.124196 0.753313 2.488245 -0.2 -0.3 0.2
C 1.563883 2.620801 -2.398924 0.2 1.2 0.4
C 0.633557 1.722717 -1.649971 -0.6 0.4 1.2
O 0.329897 0.710832 -2.591244 0.9 -0.3 -1.2
C 1.358310 0.681915 -3.488566 0.0 -1.4 -1.3
O 1.508293 -0.181768 -4.336648 -0.2 1.6 1.7
O 2.196946 1.744505 -3.312316 -0.3 -1.1 -0.4
H 2.299690 3.096813 -1.744983 0.0 -0.1 -0.2
H 1.033907 3.395959 -2.962253 0.0 -0.1 0.0
H 1.108713 1.262771 -0.777059 -0.1 0.1 0.0
H -0.275153 2.239331 -1.329014 0.1 -0.3 0.0
C -5.761817 6.563233 0.067108 0.9 0.2 -0.5
C -7.130086 7.160897 0.127343 -0.4 0.8 -0.4
O -7.905695 6.138781 0.723852 0.3 -0.4 0.2
C -7.046236 5.352777 1.436021 -0.5 -2.5 2.1
O -7.394689 4.478453 2.211794 0.6 2.4 -1.9
O -5.746786 5.673474 1.167586 -0.9 0.0 0.2
H -4.974197 7.315260 0.165852 0.0 -0.2 0.1
H -5.595165 5.991617 -0.851894 0.0 0.0 0.1
H -7.169634 8.051665 0.763162 0.0 -0.1 0.0
H -7.517652 7.413872 -0.863341 -0.1 -0.1 0.2
C 3.573168 -2.278256 -2.397687 -0.4 0.7 -1.0
C 2.689174 -2.670192 -1.258419 -1.2 0.5 0.1
O 3.375783 -3.760644 -0.673954 1.2 -0.2 -0.1
C 4.691107 -3.630514 -1.015488 1.5 -1.1 0.8
O 5.594620 -4.300735 -0.544159 -1.8 1.2 -1.0
O 4.863267 -2.652360 -1.951997 0.3 -0.9 0.9
H 3.531333 -1.205925 -2.607439 0.2 -0.2 0.0
H 3.342416 -2.829803 -3.315092 0.0 0.1 0.1
H 2.590078 -1.874054 -0.513005 0.0 -0.1 0.0
H 1.692102 -2.972482 -1.590272 0.2 -0.1 0.2
C 6.027971 -7.773209 -0.714584 -0.3 1.1 -0.5
C 6.792269 -7.983006 0.552233 0.5 0.9 0.6
O 6.423211 -9.292218 0.941945 -0.4 -0.7 -0.7
C 6.019838 -9.943772 -0.187845 -0.5 -2.4 -0.2
O 5.793994 -11.140822 -0.249078 0.5 2.6 0.1
O 5.903268 -9.081512 -1.239697 0.1 -1.0 0.6
H 6.556251 -7.122405 -1.416733 -0.2 -0.2 0.0
H 5.026826 -7.366847 -0.536649 0.1 0.0 0.0
H 7.875866 -7.952443 0.396735 -0.1 0.0 0.0
H 6.523553 -7.257864 1.325292 0.0 -0.3 -0.1

# 3
61
Properties=species:S:1:pos:R:3:forces:R:3 method="wB97M-V/def2-TZVPD" homo_energy_ev=-8.865 e_tot_ev=-36645.6525 orbital_gap_ev=8.8
C 1.410545 2.044000 -2.172881 0.2 0.2 0.1
C -0.117426 2.044989 -2.221542 0.8 -0.4 -0.5
I -0.651547 3.636935 -3.564829 -0.2 0.4 0.3
C -0.621116 0.658172 -2.656373 -0.6 0.4 0.3
I -0.710553 0.351603 -4.778016 0.1 -0.4 -0.2
B -2.036796 0.172292 -2.152959 0.0 0.0 0.0
C -2.942226 0.906517 -1.097315 -0.2 -0.1 0.0
C -3.523550 2.272609 -1.471646 0.0 0.1 0.1
N -4.505396 2.126113 -2.548987 0.1 -0.1 0.0
H 1.816626 2.921043 -1.666405 -0.1 0.0 0.0
H 1.792171 1.159508 -1.654930 -0.1 0.0 0.1
H 1.813896 2.039853 -3.186473 0.0 -0.1 0.0
H -0.551302 2.299444 -1.256721 -0.1 0.1 0.0
H 0.128144 -0.072250 -2.336408 -0.1 -0.1 0.0
H -2.388502 -0.884924 -2.576435 0.1 0.0 0.1
H -3.788507 0.254101 -0.859812 0.0 0.0 0.1
H -2.371077 1.015674 -0.163013 0.1 0.0 -0.1
H -4.030889 2.683940 -0.594333 0.0 0.0 0.0
H -2.731093 2.981014 -1.725629 0.0 -0.1 0.0
H -4.591147 2.977172 -3.086555 0.0 0.1 0.0
H -4.221982 1.404749 -3.201124 0.0 0.0 0.0
C 1.805281 -5.306978 0.827510 0.0 0.0 0.0
C 1.415686 -5.485676 -0.635468 0.0 0.0 0.0
C 1.702633 -4.256975 -1.497421 0.0 0.0 0.0
C 0.946491 -2.993894 -1.080773 0.0 0.0 0.0
C -0.575091 -3.135322 -1.058254 0.0 0.0 0.0
C -1.175591 -3.466389 -2.420377 0.0 0.0 0.1
H 1.238951 -4.503493 1.301614 0.0 0.0 0.0
H 1.619838 -6.217017 1.399332 0.0 0.0 0.0
H 2.866674 -5.065787 0.920836 0.0 0.0 0.0
H 0.356448 -5.749388 -0.702691 0.0 0.0 0.0
H 1.963598 -6.334894 -1.051700 0.0 0.0 0.0
H 1.473853 -4.491685 -2.540243 0.0 0.0 0.0
H 2.776059 -4.044617 -1.466152 0.0 0.0 0.0
H 1.218025 -2.188336 -1.773426 0.0 0.0 0.0
H 1.289950 -2.670144 -0.093906 0.0 0.0 0.0
H -1.003155 -2.191510 -0.702265 0.0 0.0 0.0
H -0.871832 -3.890368 -0.325051 0.0 0.0 0.0
H -0.894219 -2.697784 -3.143490 0.0 -0.1 -0.1
H -2.264296 -3.499760 -2.369629 0.0 0.0 0.0
H -0.832459 -4.430156 -2.799373 0.0 0.0 0.0
C -0.293726 3.674320 4.893450 0.0 0.0 0.0
C 0.690632 2.517086 4.768026 0.0 0.0 0.0
C 1.897697 2.835958 3.886530 0.0 0.0 0.0
C 1.558799 3.172883 2.432975 0.0 0.0 0.0
C 0.778601 2.088607 1.693522 0.1 -0.1 -0.1
C 1.524567 0.762962 1.574000 -0.1 0.0 0.0
H -0.725253 3.945053 3.928317 0.0 0.0 0.0
H -1.119245 3.419873 5.559216 0.0 0.0 0.0
H 0.198658 4.561562 5.297832 0.0 0.0 0.0
H 0.170523 1.634403 4.384664 0.0 0.0 0.0
H 1.051999 2.243454 5.762559 0.0 0.0 0.0
H 2.591233 1.991098 3.914254 0.0 0.0 0.0
H 2.439534 3.682356 4.320057 0.0 0.0 0.0
H 2.491404 3.368213 1.893801 0.0 0.0 0.0
H 0.990941 4.106235 2.395003 0.0 0.0 0.0
H 0.557924 2.447567 0.684148 -0.1 0.1 0.0
H -0.185708 1.917824 2.180646 0.0 0.0 0.0
H 2.478753 0.900266 1.059662 0.0 0.0 0.0
H 0.937731 0.037865 1.005058 0.0 0.0 0.0
H 1.729818 0.320033 2.549595 0.0 0.0 0.0